Record 1
C4H8N2O | ωB97M-V with the def2-TZVPD basis set

ORCA input file:
```
! RIJCOSX wB97M-V def2-TZVPD def2/J DEFGRID3
* xyz 0 1
H 0.332 -1.202 -1.698
N -1.341 -0.351 -1.192
H 1.619 -0.573 -0.256
H 1.909 1.858 0.221
C -0.510 -0.659 -2.172
H 0.409 1.873 1.171
H -2.232 0.070 -1.442
O -2.429 -0.962 0.722
C 0.926 1.390 0.335
H -0.310 -1.118 1.800
H 1.708 -0.268 1.463
H 0.356 1.589 -0.579
C 1.086 -0.106 0.578
N -0.165 -0.818 0.846
C -1.359 -0.724 0.202
*
```

* strongest force on any atom: 0.51 eV/A
* energy relative to the best compared isomer or geometry (same formula, charge and spin): 275.8 kJ/mol
* frontier orbital gap: 9.347 eV
* LUMO: 0.02188 Eh

Record 2
C4H8N2O | ωB97M-V with the def2-TZVPD basis set

ORCA input file:
```
! RIJCOSX wB97M-V def2-TZVPD def2/J DEFGRID3
* xyz 0 1
H 1.711 -1.984 0.541
O 2.562 -1.122 -0.103
C -0.020 -1.482 0.315
H -0.540 -0.367 -1.386
C 1.902 -0.121 -0.568
H 1.895 0.846 -0.006
H -2.572 0.398 0.753
H -2.309 1.242 -0.788
C -1.984 1.184 0.254
C -0.161 -0.276 -0.363
H 1.816 0.002 -1.675
H -2.189 2.146 0.729
H -0.185 0.966 1.224
N -0.551 0.927 0.278
N 0.627 -2.360 0.795
*
```

* strongest force on any atom: 0.84 eV/A
* SMILES: CNC=C=N.C=O
* energy relative to the best compared isomer or geometry (same formula, charge and spin): 396.3 kJ/mol
* frontier orbital gap: 9.931 eV
* LUMO: 0.02680 Eh

Record 3
C4H8N2O | ωB97M-V with the def2-TZVPD basis set

ORCA input file:
```
! RIJCOSX wB97M-V def2-TZVPD def2/J DEFGRID3
* xyz 0 1
H 1.210 0.932 -0.968
O -1.131 1.238 1.128
N 0.013 0.714 1.770
H 1.231 -0.990 1.537
H -2.948 -0.340 -0.904
H 0.193 -0.485 -1.056
N -2.709 0.434 -0.291
H 0.643 1.471 2.006
C -1.580 0.272 0.238
H -0.804 -1.770 -0.036
C -0.487 -0.737 0.077
H 2.368 0.363 -2.232
C 0.430 -0.408 1.116
H 1.936 -0.776 -0.904
C 1.636 0.083 -1.481
*
```

* strongest force on any atom: 1.52 eV/A
* energy relative to the best compared isomer or geometry (same formula, charge and spin): 663.1 kJ/mol
* frontier orbital gap (alpha / beta): 7.157 / 7.725 eV
* LUMO (alpha / beta): -0.00744 / 0.00208 Eh

Record 4
C4H8N2O | ωB97M-V with the def2-TZVPD basis set

ORCA input file:
```
! RIJCOSX wB97M-V def2-TZVPD def2/J DEFGRID3
* xyz 0 1
H 1.143 -0.266 2.169
H -0.511 -1.808 -0.704
H -0.646 -0.830 1.529
H 0.947 2.059 -0.914
C -1.263 0.818 -0.880
N 1.590 -1.643 -0.872
C 0.070 -0.427 2.369
C 0.145 0.314 -0.762
N 1.194 1.064 -0.971
H -1.293 1.891 -0.677
H 2.211 -0.822 -1.012
O -0.433 -0.122 3.439
H -1.887 0.326 -0.130
C 0.389 -1.176 -0.705
H -1.656 0.622 -1.880
*
```

* strongest force on any atom: 2.80 eV/A
* SMILES: [H]/N=C\C(C)=N\[H].C=O
* energy relative to the best compared isomer or geometry (same formula, charge and spin): 307.7 kJ/mol
* frontier orbital gap: 10.106 eV
* LUMO: -0.00889 Eh

Record 5
C4H8N2O | ωB97M-V with the def2-TZVPD basis set

ORCA input file:
```
! RIJCOSX wB97M-V def2-TZVPD def2/J DEFGRID3
* xyz 0 1
H 2.322 1.552 0.185
H 2.883 -0.102 0.371
H -2.058 0.965 0.860
C -2.185 0.244 0.048
O 0.526 0.133 -1.774
N 0.520 -0.746 1.669
N -1.212 -0.839 0.249
H -1.319 -1.570 -0.456
H -2.020 0.738 -0.913
H 2.982 0.706 -1.242
H -0.884 -1.160 1.409
C 2.399 0.585 -0.327
H -3.198 -0.163 0.089
C 1.013 0.104 -0.659
C 0.230 -0.447 0.490
*
```

* strongest force on any atom: 0.47 eV/A
* energy relative to the best compared isomer or geometry (same formula, charge and spin): 366.6 kJ/mol
* frontier orbital gap: 8.986 eV
* LUMO: 0.01880 Eh

Record 6
C4H8N2O | ωB97M-V with the def2-TZVPD basis set

ORCA input file:
```
! RIJCOSX wB97M-V def2-TZVPD def2/J DEFGRID3
* xyz 0 1
C 1.554 0.191 -0.438
C -0.987 1.367 0.217
C -0.856 -0.096 0.361
N -1.058 2.515 0.094
H -0.550 -0.283 1.401
C 0.263 -0.602 -0.565
H -2.869 -0.359 0.612
H 2.295 -0.208 -1.147
H 1.367 1.241 -0.705
H -2.088 -1.708 0.127
H 0.464 -1.652 -0.321
O 2.007 0.081 0.900
N -2.137 -0.702 -0.005
H 2.692 0.746 1.040
H -0.096 -0.556 -1.598
*
```

* strongest force on any atom: 1.09 eV/A
* SMILES: N#C[C@@H](N)CCO
* energy relative to the best compared isomer or geometry (same formula, charge and spin): 149.9 kJ/mol
* frontier orbital gap: 10.920 eV
* LUMO: 0.02961 Eh

Record 7
C4H8N2O | ωB97M-V with the def2-TZVPD basis set

ORCA input file:
```
! RIJCOSX wB97M-V def2-TZVPD def2/J DEFGRID3
* xyz 0 1
H 0.018 -2.671 -2.003
C 0.034 -0.427 -1.911
H 1.385 -0.615 1.659
H -0.844 1.347 -1.276
H -0.703 -0.590 2.881
C -0.992 -0.286 1.869
H 0.930 1.342 -1.265
C 0.045 1.014 -1.812
O 2.031 1.022 0.846
C 0.027 -1.624 -1.942
H 0.057 1.467 -2.802
N -0.079 0.672 1.325
N 1.115 0.344 1.285
H -1.050 -1.178 1.238
H -1.973 0.181 1.906
*
```

* strongest force on any atom: 1.53 eV/A
* SMILES: C/N=[NH+]/[O-].C#CC
* energy relative to the best compared isomer or geometry (same formula, charge and spin): 557.2 kJ/mol
* frontier orbital gap: 10.582 eV
* LUMO: 0.02815 Eh

Record 8
C4H8N2O | ωB97M-V with the def2-TZVPD basis set

ORCA input file:
```
! RIJCOSX wB97M-V def2-TZVPD def2/J DEFGRID3
* xyz 0 1
C -2.258 0.343 0.096
H -2.394 1.317 -0.382
C 2.150 0.665 -0.683
H -1.388 -0.460 -1.586
H 3.109 0.706 -0.152
O 1.443 -1.624 -0.982
C 0.938 -0.617 1.082
N -1.196 -0.383 -0.592
H -1.148 -1.337 -0.243
H -3.230 -0.173 0.107
H 1.550 1.519 -0.360
H -1.953 0.517 1.134
H 2.331 0.697 -1.758
C 1.481 -0.626 -0.307
N 0.539 -0.559 2.167
*
```

* strongest force on any atom: 1.11 eV/A
* SMILES: CC(=O)C#N.CN
* energy relative to the best compared isomer or geometry (same formula, charge and spin): 193.5 kJ/mol
* frontier orbital gap: 9.992 eV
* LUMO: 0.00921 Eh

Record 9
C4H8N2O | ωB97M-V with the def2-TZVPD basis set

ORCA input file:
```
! RIJCOSX wB97M-V def2-TZVPD def2/J DEFGRID3
* xyz 0 1
H 0.989 0.296 -2.068
H 0.887 1.981 1.000
N 1.079 0.366 -1.059
H 1.050 -1.845 -1.080
O -1.057 -2.539 0.961
H -1.938 -2.838 1.222
H 1.891 -1.101 0.298
N -1.275 -1.188 0.719
H -0.875 1.943 1.278
C -0.273 -0.622 0.196
C -0.208 0.761 -0.406
C -0.092 1.966 0.513
C 1.064 -0.976 -0.411
H -0.200 2.892 -0.062
H -1.043 0.905 -1.102
*
```

* strongest force on any atom: 0.66 eV/A
* SMILES: C[C@H]1NC/C1=N\O
* energy relative to the best compared isomer or geometry (same formula, charge and spin): 351.8 kJ/mol
* frontier orbital gap: 10.263 eV
* LUMO: 0.03564 Eh

Record 10
C4H8N2O | ωB97M-V with the def2-TZVPD basis set

ORCA input file:
```
! RIJCOSX wB97M-V def2-TZVPD def2/J DEFGRID3
* xyz 0 1
C -1.050 0.249 0.012
H -2.848 -0.840 -0.068
H 1.890 -0.729 0.192
N 0.698 1.915 0.327
H -0.542 1.315 1.895
H 2.113 -0.947 -1.555
C -2.272 -0.073 0.444
C -0.208 1.155 0.858
H 2.148 -2.340 -0.488
C 1.655 -1.378 -0.659
H -2.725 0.421 1.296
H 0.299 0.427 -1.415
H 0.980 2.637 1.001
O 0.241 -1.546 -0.763
N -0.380 -0.267 -1.077
*
```

* strongest force on any atom: 2.51 eV/A
* SMILES: [H]/N=C/C(=C)NOC
* energy relative to the best compared isomer or geometry (same formula, charge and spin): 442.6 kJ/mol
* frontier orbital gap: 9.322 eV
* LUMO: 0.01678 Eh

Record 11
C4H8N2O | ωB97M-V with the def2-TZVPD basis set

ORCA input file:
```
! RIJCOSX wB97M-V def2-TZVPD def2/J DEFGRID3
* xyz 0 1
H -2.280 1.145 0.401
H 2.872 0.676 -0.904
N 2.425 -0.054 -0.350
H 0.828 -0.713 1.813
O 0.427 0.523 -1.540
H -1.280 2.218 -0.600
C -1.272 1.307 0.010
H -0.022 -1.906 -0.570
C 0.070 -0.942 -0.050
H -1.521 -0.324 -1.456
H -0.599 1.473 0.856
C 1.212 -0.165 -0.652
N -0.012 -1.073 1.376
C -0.777 0.127 -0.799
H -0.129 -2.036 1.662
*
```

* strongest force on any atom: 0.57 eV/A
* energy relative to the best compared isomer or geometry (same formula, charge and spin): 171.1 kJ/mol
* frontier orbital gap: 10.678 eV
* LUMO: 0.03456 Eh

Record 12
C4H8N2O | ωB97M-V with the def2-TZVPD basis set

ORCA input file:
```
! RIJCOSX wB97M-V def2-TZVPD def2/J DEFGRID3
* xyz 0 1
H 2.357 -0.822 0.431
H -2.004 -0.786 0.820
N -0.681 2.009 -0.579
H 1.554 0.098 1.790
H -1.638 1.900 -0.280
H -0.324 2.951 -0.492
H -1.203 -1.425 -1.250
H -0.204 -2.421 -0.180
C 1.602 -0.088 0.718
H 0.569 -1.417 -1.413
N 1.481 1.041 -0.128
C -0.178 -0.309 0.287
C 0.184 1.026 -0.230
C -0.254 -1.458 -0.697
O -1.260 -0.300 1.202
*
```

* strongest force on any atom: 3.01 eV/A
* energy relative to the best compared isomer or geometry (same formula, charge and spin): 266.1 kJ/mol
* frontier orbital gap: 9.475 eV
* LUMO: 0.02730 Eh

Record 13
C4H8N2O | ωB97M-V with the def2-TZVPD basis set

ORCA input file:
```
! RIJCOSX wB97M-V def2-TZVPD def2/J DEFGRID3
* xyz 0 1
H -1.670 1.282 0.742
H 1.706 4.399 -0.551
H -1.701 -0.922 1.930
H -0.652 -3.174 -0.624
H 1.035 -3.025 -0.175
C -0.039 0.640 -0.325
C -0.168 -1.396 0.382
H 0.237 1.545 -0.813
C -0.977 -0.652 1.179
C 0.023 -2.853 0.167
H -0.068 -3.570 0.985
H 1.616 3.780 -1.948
O 1.161 3.853 -1.125
N 0.382 -0.558 -0.582
N -0.885 0.652 0.759
*
```

* strongest force on any atom: 1.17 eV/A
* SMILES: Cc1c[nH]cn1.O
* energy relative to the best compared isomer or geometry (same formula, charge and spin): 116.6 kJ/mol
* frontier orbital gap: 9.243 eV
* LUMO: 0.02862 Eh

Record 14
C4H8N2O | ωB97M-V with the def2-TZVPD basis set

ORCA input file:
```
! RIJCOSX wB97M-V def2-TZVPD def2/J DEFGRID3
* xyz 0 1
C -0.595 0.378 -0.744
C 0.792 -0.393 -0.625
H 2.171 1.000 0.277
H 1.061 0.222 1.423
H -1.022 0.697 -1.697
N -2.203 -1.234 0.365
O 0.066 -1.610 -0.260
N -0.909 1.540 0.030
H 1.385 -0.598 -1.525
H -0.272 2.312 -0.079
H -1.324 1.397 0.932
H 2.438 -0.685 0.765
C 1.668 0.058 0.527
H -2.142 -2.161 0.789
C -1.114 -0.923 -0.176
*
```

* strongest force on any atom: 1.60 eV/A
* energy relative to the best compared isomer or geometry (same formula, charge and spin): 203.4 kJ/mol
* frontier orbital gap: 10.194 eV
* LUMO: 0.03408 Eh

Record 15
C4H8N2O | ωB97M-V with the def2-TZVPD basis set

ORCA input file:
```
! RIJCOSX wB97M-V def2-TZVPD def2/J DEFGRID3
* xyz 0 3
C 0.081 -2.295 -1.399
H -0.954 -0.080 -1.669
C -0.266 0.005 -0.774
N 0.301 -1.176 -0.450
O -0.344 3.545 0.835
H 0.937 -2.894 -1.410
H -0.405 -1.955 -2.273
N -0.470 1.850 -0.635
C -0.154 2.276 0.514
H 1.488 1.606 1.621
H 0.191 0.406 1.590
H -0.516 -2.926 -0.772
C 0.475 1.439 1.605
H -0.870 4.057 0.248
H 0.307 1.660 2.609
*
```

* strongest force on any atom: 5.39 eV/A
* energy relative to the best compared isomer or geometry (same formula, charge and spin): 301.5 kJ/mol
* frontier orbital gap (alpha / beta): 6.746 / 7.474 eV
* LUMO (alpha / beta): 0.03343 / -0.08357 Eh

Record 16
C4H8N2O2 | ωB97M-V with the def2-TZVPD basis set

ORCA input file:
```
! RIJCOSX wB97M-V def2-TZVPD def2/J DEFGRID3
* xyz 0 1
C 1.766 0.924 -0.356
C 0.342 1.226 -0.409
H 1.259 -1.874 -0.071
H -0.767 -1.181 -1.192
C 1.784 -1.065 0.616
H -3.238 -0.103 -0.614
H 1.004 -0.563 1.177
O 2.459 -0.179 -0.099
O -1.561 1.496 0.910
H 2.181 2.108 -0.887
N -2.710 -0.981 -0.239
C -0.961 0.774 0.035
H -2.903 -1.113 0.779
N -1.264 -0.435 -0.427
H 2.519 -1.395 1.354
H 0.091 2.359 -0.575
*
```

* strongest force on any atom: 7.96 eV/A
* energy relative to the best compared isomer or geometry (same formula, charge and spin): 655.7 kJ/mol
* frontier orbital gap: 9.442 eV
* LUMO: 0.02089 Eh

Record 17
C4H8N2O2 | ωB97M-V with the def2-TZVPD basis set

ORCA input file:
```
! RIJCOSX wB97M-V def2-TZVPD def2/J DEFGRID3
* xyz 0 1
C 0.015 -0.614 0.490
C 0.452 -0.681 -1.273
H -2.339 0.465 -1.552
H 0.776 1.737 0.820
H -2.665 0.409 0.209
O 1.582 0.035 -1.509
H 1.565 0.824 -0.945
H 2.078 1.463 1.988
C -2.037 0.024 -0.603
O 0.047 -1.497 -2.055
C 1.008 -0.170 1.361
H -2.258 -1.046 -0.690
H -0.497 -1.537 0.765
N 1.420 1.114 1.307
H 1.492 -0.842 2.055
N -0.639 0.317 -0.367
*
```

* strongest force on any atom: 3.88 eV/A
* energy relative to the best compared isomer or geometry (same formula, charge and spin): 358.7 kJ/mol
* frontier orbital gap (alpha / beta): 8.081 / 8.081 eV
* LUMO (alpha / beta): 0.01316 / 0.01314 Eh

Record 18
C4H8N2O2 | ωB97M-V with the def2-TZVPD basis set

ORCA input file:
```
! RIJCOSX wB97M-V def2-TZVPD def2/J DEFGRID3
* xyz 0 1
N 0.278 -2.898 -2.363
O -0.744 -1.988 1.854
H -0.699 -3.209 -2.234
C 0.773 -1.868 -2.734
C 0.264 -0.298 0.414
H 1.342 1.542 0.476
H -0.426 1.670 0.445
O -0.919 0.139 2.452
H -0.876 1.087 2.123
H 0.509 1.169 -1.048
C 0.407 1.092 -0.010
H 1.956 -0.379 -2.759
H 0.447 -1.036 -0.305
H -1.657 -1.977 2.065
N 1.290 -0.868 -3.175
C -0.504 -0.712 1.455
*
```

* strongest force on any atom: 4.86 eV/A
* SMILES: CC=C(O)O.N=C=N
* energy relative to the best compared isomer or geometry (same formula, charge and spin): 328.1 kJ/mol
* frontier orbital gap: 9.025 eV
* LUMO: 0.02097 Eh

Record 19
C4H8N2O2 | ωB97M-V with the def2-TZVPD basis set

ORCA input file:
```
! RIJCOSX wB97M-V def2-TZVPD def2/J DEFGRID3
* xyz 0 1
N 1.967 0.811 -0.168
H -2.215 1.611 -0.518
H -4.049 0.021 -0.180
H 4.247 0.864 0.204
C -1.690 -0.359 0.702
C -2.531 0.442 -0.461
H -2.051 -0.308 -1.505
H 2.049 1.868 -0.055
O -1.004 -1.257 -0.101
H -0.883 0.592 1.169
C 0.306 -0.952 -0.242
H -2.318 -0.769 1.689
O 3.370 -1.101 -0.051
H 0.868 -1.854 -0.769
C 3.301 0.062 0.120
N 0.633 0.327 0.165
*
```

* strongest force on any atom: 5.81 eV/A
* energy relative to the best compared isomer or geometry (same formula, charge and spin): 897.3 kJ/mol
* frontier orbital gap: 9.441 eV
* LUMO: 0.02767 Eh

Record 20
C4H8N2O2 | ωB97M-V with the def2-TZVPD basis set

ORCA input file:
```
! RIJCOSX wB97M-V def2-TZVPD def2/J DEFGRID3
* xyz 0 1
O 2.821 -0.517 -0.377
C -1.383 1.012 0.496
N 0.591 -1.061 0.784
C 2.210 0.541 -0.281
H 2.416 1.618 -0.579
C -2.138 0.156 -0.560
H 1.352 -1.541 0.106
H -1.782 0.151 -1.643
O -1.905 -1.192 -0.288
N -0.027 1.246 0.063
C 0.740 0.277 0.307
H -1.558 0.747 1.534
H -2.830 -1.573 0.261
H -3.211 0.453 -0.661
H -1.904 1.962 0.180
H -0.337 -1.353 0.414
*
```

* strongest force on any atom: 7.27 eV/A
* SMILES: N/C(C=O)=N\CCO
* energy relative to the best compared isomer or geometry (same formula, charge and spin): 403.1 kJ/mol
* frontier orbital gap: 9.558 eV
* LUMO: 0.01182 Eh